Record 1
{
  "formula": "C7H13NO2S",
  "method": "ωB97M-V with the def2-TZVPD basis set",
  "species": ["H", "H", "H", "H", "H", "C", "C", "O", "H", "C", "H", "C", "H", "H", "N", "O", "H", "H", "C", "H", "S", "C", "H", "C"],
  "coordinates": [[0.04, -1.23, 1.69], [-1.79, 0.27, -2.03], [-3.13, -0.75, -0.29], [-0.64, 1.31, -1.57], [-1.77, 0.69, 1.64], [2.41, 0.93, -0.21], [-0.87, 0.20, -1.60], [2.73, 1.89, -0.88], [-2.18, -1.75, 0.94], [-1.01, -0.19, -0.07], [2.93, 0.40, 1.85], [2.26, 0.99, 1.23], [-2.56, 1.38, 0.43], [1.72, 1.83, 1.67], [2.29, -0.29, -0.84], [2.20, -2.32, 0.82], [-1.86, -1.96, -0.60], [-0.82, 1.83, 0.82], [0.19, -0.81, 0.61], [-0.24, -0.46, -2.25], [1.43, -1.69, -0.24], [-1.51, 1.03, 0.70], [2.33, -0.12, -1.82], [-2.15, -1.20, 0.00]],
  "homo_lumo_gap_ev": [8.345, 8.041],
  "e_above_lowest_kcal_mol": 118.1,
  "energy_ev": -23885.401,
  "lumo_ev": [-0.91, -0.68],
  "mol_weight_g_mol": 175.25,
  "charge": 0
}



Record 2
{
  "formula": "C7H13NO3",
  "method": "ωB97M-V with the def2-TZVPD basis set",
  "species": ["H", "H", "C", "C", "H", "H", "N", "C", "H", "H", "C", "O", "H", "H", "C", "H", "C", "H", "O", "C", "O", "H", "H", "H"],
  "coordinates": [[2.57, -2.66, 3.51], [-0.86, 3.53, -2.02], [-0.30, -0.69, 0.28], [0.78, -1.63, 0.48], [-2.51, -0.36, -2.63], [1.23, -1.40, -1.42], [1.50, -0.91, 3.31], [-0.41, 1.59, -2.58], [0.07, 0.85, -3.20], [2.16, -0.48, 3.91], [1.64, -2.16, 3.14], [-0.26, -0.28, -1.05], [-1.15, -1.37, 0.53], [-0.34, -0.34, 2.29], [-0.37, 2.88, -2.75], [0.02, 3.47, -3.53], [-0.34, 0.37, 1.37], [0.58, 0.90, 1.18], [1.42, -2.03, -0.69], [-1.18, 0.76, -1.55], [-2.45, 0.23, -1.87], [-1.52, 1.39, -0.71], [-1.25, 0.96, 1.48], [0.96, -2.60, 2.54]],
  "homo_lumo_gap_ev": 8.981,
  "e_above_lowest_kcal_mol": 166.8,
  "energy_ev": -15096.180,
  "lumo_ev": 0.69,
  "mol_weight_g_mol": 159.18,
  "charge": 0
}



Record 3
{
  "formula": "C7H13NO3S",
  "method": "ωB97M-V with the def2-TZVPD basis set",
  "species": ["H", "H", "C", "N", "H", "O", "H", "H", "C", "O", "C", "H", "H", "C", "H", "S", "H", "C", "H", "H", "C", "O", "H", "C", "H"],
  "coordinates": [[1.66, -0.33, -2.12], [3.66, -0.15, 1.32], [2.62, -0.38, 1.16], [2.71, 1.32, -0.47], [-0.26, -1.72, 0.60], [-2.10, 1.52, 0.66], [-0.30, -0.12, 1.24], [-3.06, 0.59, -0.96], [-2.87, 0.45, 0.09], [-0.54, 1.02, -1.36], [-0.15, -0.31, -0.93], [-2.54, -1.30, 1.31], [-0.61, -0.99, -1.63], [2.25, 0.19, -0.17], [1.45, -1.62, -0.91], [-0.96, 2.21, -0.32], [2.39, 1.61, -1.39], [-0.66, -0.73, 0.43], [2.06, 0.09, 1.96], [2.52, -1.46, 1.16], [-2.17, -0.87, 0.39], [0.09, 2.41, 0.61], [-2.41, -1.57, -0.41], [1.34, -0.56, -1.12], [-3.82, 0.47, 0.60]],
  "homo_lumo_gap_ev": 10.236,
  "e_above_lowest_kcal_mol": 47.0,
  "energy_ev": -25936.355,
  "lumo_ev": 0.68,
  "mol_weight_g_mol": 191.25,
  "charge": 0
}



Record 4
{
  "formula": "C7H13NOS3",
  "method": "ωB97M-V with the def2-TZVPD basis set",
  "species": ["O", "N", "H", "C", "C", "C", "H", "S", "H", "H", "H", "C", "C", "H", "H", "H", "C", "S", "H", "H", "H", "H", "C", "S", "H"],
  "coordinates": [[2.68, -0.75, -0.81], [-2.44, 0.95, 2.42], [2.92, -2.47, -2.12], [-1.84, 0.63, 1.19], [1.85, 0.01, 0.04], [-2.29, 1.16, 0.06], [1.47, -2.48, -1.25], [1.41, -2.41, 1.47], [1.64, 1.92, 0.79], [0.57, 0.00, 1.73], [-1.18, -0.23, 1.12], [0.87, -0.75, 0.92], [2.25, 1.32, 0.11], [-1.90, 0.85, 3.38], [-0.02, -2.44, 1.90], [-3.05, 1.96, 0.09], [2.04, -1.63, -1.83], [-0.60, -0.42, -1.49], [1.45, -1.15, -2.68], [3.06, 1.77, -0.69], [-2.90, 1.91, 2.48], [-0.06, -0.91, 0.37], [-1.74, 0.71, -1.17], [-2.51, 1.46, -2.55], [-1.68, 0.97, -3.48]],
  "homo_lumo_gap_ev": 7.395,
  "e_above_lowest_kcal_mol": 105.5,
  "energy_ev": -43507.784,
  "lumo_ev": -0.57,
  "mol_weight_g_mol": 223.39,
  "charge": 0
}



Record 5
{
  "formula": "C7H13O",
  "method": "ωB97M-V with the def2-TZVPD basis set",
  "species": ["C", "C", "H", "H", "H", "H", "C", "H", "H", "C", "C", "H", "C", "H", "C", "H", "O", "H", "H", "H", "H"],
  "coordinates": [[-2.85, 0.68, -0.10], [2.22, -0.54, 0.25], [1.28, -2.29, -0.53], [4.17, -0.43, 1.18], [-1.25, -1.64, -0.65], [3.16, 1.16, 1.13], [1.12, 0.40, -0.29], [-1.05, 1.70, -1.07], [1.03, 0.25, -1.37], [-0.29, 0.19, 0.26], [1.99, -1.91, 0.20], [-0.28, -0.03, 1.33], [-1.36, 1.19, -0.15], [-1.27, 2.01, 0.58], [3.24, 0.09, 0.97], [-3.39, 1.64, 0.22], [-3.36, 0.07, -1.16], [-2.88, 0.07, 0.85], [2.51, -2.55, 0.89], [1.44, 1.43, -0.06], [-0.63, -0.91, -0.18]],
  "homo_lumo_gap_ev": [5.357, 5.325],
  "multiplicity": 2,
  "e_above_lowest_kcal_mol": 71.0,
  "energy_ev": -9509.529,
  "lumo_ev": [6.95, 6.92],
  "mol_weight_g_mol": 113.18,
  "charge": -2
}



Record 6
{
  "formula": "C7H13O6S",
  "method": "ωB97M-V with the def2-TZVPD basis set",
  "species": ["O", "H", "H", "C", "O", "H", "H", "H", "H", "O", "C", "O", "O", "H", "H", "H", "H", "H", "O", "H", "H", "C", "C", "S", "C", "C", "C"],
  "coordinates": [[0.00, -1.67, -0.15], [0.37, 0.54, 4.08], [1.42, 1.12, -0.03], [0.48, 2.27, 2.58], [-0.02, 3.16, 3.48], [1.03, -0.05, 2.41], [0.30, 2.24, -2.05], [-2.29, 1.20, -2.27], [0.54, -2.36, -2.10], [1.50, -3.97, -0.24], [0.37, -1.33, -1.54], [-0.15, -3.71, 1.67], [-1.13, -4.10, -0.79], [-0.36, -0.24, -3.43], [2.20, 0.91, 3.53], [-1.66, -1.30, -2.56], [-0.31, 0.76, 0.76], [-1.07, 2.92, -0.93], [0.48, 2.70, 1.18], [1.41, -0.78, -1.51], [-2.01, 0.39, -0.56], [-0.78, -0.52, -2.37], [-0.42, 1.95, -1.18], [0.11, -3.34, 0.17], [0.37, 1.58, 0.24], [1.08, 0.86, 3.18], [-1.46, 0.74, -1.56]],
  "homo_lumo_gap_ev": 8.153,
  "e_above_lowest_kcal_mol": 129.4,
  "energy_ev": -30585.649,
  "lumo_ev": 2.94,
  "mol_weight_g_mol": 225.24,
  "charge": -1
}



The lowest charge belongs to which entry?
C7H13O



What is the formula in the third record?
C7H13NO3S



Please write out number 5 again, unchanged.
{
  "formula": "C7H13O",
  "method": "ωB97M-V with the def2-TZVPD basis set",
  "species": ["C", "C", "H", "H", "H", "H", "C", "H", "H", "C", "C", "H", "C", "H", "C", "H", "O", "H", "H", "H", "H"],
  "coordinates": [[-2.85, 0.68, -0.10], [2.22, -0.54, 0.25], [1.28, -2.29, -0.53], [4.17, -0.43, 1.18], [-1.25, -1.64, -0.65], [3.16, 1.16, 1.13], [1.12, 0.40, -0.29], [-1.05, 1.70, -1.07], [1.03, 0.25, -1.37], [-0.29, 0.19, 0.26], [1.99, -1.91, 0.20], [-0.28, -0.03, 1.33], [-1.36, 1.19, -0.15], [-1.27, 2.01, 0.58], [3.24, 0.09, 0.97], [-3.39, 1.64, 0.22], [-3.36, 0.07, -1.16], [-2.88, 0.07, 0.85], [2.51, -2.55, 0.89], [1.44, 1.43, -0.06], [-0.63, -0.91, -0.18]],
  "homo_lumo_gap_ev": [5.357, 5.325],
  "multiplicity": 2,
  "e_above_lowest_kcal_mol": 71.0,
  "energy_ev": -9509.529,
  "lumo_ev": [6.95, 6.92],
  "mol_weight_g_mol": 113.18,
  "charge": -2
}